(one)
2 unconnected molecules or ions with the total composition HN2O4, computed with ωB97M-V/def2-TZVPD.

XYZ file:
```
7
HN2O4 | the Open Molecules 2025 dataset | ωB97M-V/def2-TZVPD
N -1.113 -1.717 -0.064
N -0.994 0.241 0.089
O -1.593 1.157 -0.162
O 1.159 0.858 0.520
O -0.023 -1.855 -0.072
O 0.556 0.098 -0.438
H 2.008 1.220 0.127
```

Summary:
- Charge: +1
- E_HOMO (alpha / beta): -15.4974 / -15.4951 eV
- Lowest unoccupied orbital energy (alpha / beta): -8.14 / -8.14 eV
- 2S+1: 1
- Orbital gap (alpha / beta): 7.36 / 7.36 eV

Atomic charges from the Mulliken analysis, expressed in e, are listed below: 0.558, 0.485, -0.127, -0.277, 0.157, -0.183, 0.386

=====

(two)
A molecular structure, HN2O4, computed with ωB97M-V/def2-TZVPD.

XYZ file:
```
7
HN2O4 | the Open Molecules 2025 dataset | ωB97M-V/def2-TZVPD
N -0.888 -0.511 0.315
N -1.955 -0.284 0.014
O -3.021 -0.212 -0.200
O 2.076 0.073 -0.495
O 0.083 0.937 -0.072
O 1.222 0.679 0.385
H 2.483 -0.683 0.053
```

Summary:
- Charge: +1
- E_HOMO (alpha / beta): -17.5967 / -17.5947 eV
- Lowest unoccupied orbital energy (alpha / beta): -9.11 / -9.11 eV
- 2S+1: 1
- Orbital gap (alpha / beta): 8.49 / 8.49 eV

Atomic charges from the Mulliken analysis, expressed in e, are listed below: -0.049, 0.846, -0.301, -0.193, 0.059, 0.209, 0.428

=====

Energies relative to the minimum, hartree: (one) 0.0000; (two) 0.0545